*w*
26
Properties=species:S:1:pos:R:3:mulliken_spin:R:1 method="wB97M-V/def2-TZVPD" charge=-1 spin_multiplicity=2 e_lumo_ev="3.9 / 3.7" gap_ha="0.107 / 0.260"
C -2.686 -0.724 -0.655 0.090
C 1.758 0.560 -0.535 0.189
C 1.761 -1.895 -0.418 -0.180
C 2.014 -0.540 1.611 0.194
C 1.470 1.778 -1.376 -0.111
C 1.665 -0.732 -1.172 0.303
C -1.937 -0.292 0.617 -0.055
C 1.861 -1.833 0.979 0.286
C -2.292 1.200 0.846 0.129
C 1.897 0.610 0.845 -0.042
H -3.500 -0.057 -0.907 -0.019
H 2.185 2.593 -1.228 0.024
H -2.278 -0.831 1.502 -0.023
H 1.809 -2.763 1.535 0.062
H 0.459 2.169 -1.157 0.072
H -2.018 -0.707 -1.524 -0.034
H 2.129 -0.423 2.672 0.038
H 1.467 1.547 -2.442 0.001
H -2.126 1.750 -0.076 0.033
H 1.916 1.562 1.373 0.018
H -3.335 1.255 1.158 -0.023
H 1.747 -2.865 -0.901 -0.006
H 1.550 -0.804 -2.248 0.097
H -2.993 -1.767 -0.623 -0.001
H -1.659 1.652 1.611 -0.049
H -0.863 -0.444 0.513 0.007


*x*
26
Properties=species:S:1:pos:R:3:mulliken_spin:R:1 method="wB97M-V/def2-TZVPD" charge=-1 spin_multiplicity=2 e_lumo_ev="3.9 / 3.9" gap_ha="0.116 / 0.267"
C 2.048 -1.253 0.151 -0.023
C 1.585 -0.713 1.497 -0.018
C -1.948 -1.258 0.056 0.063
C -2.090 0.002 0.713 0.477
C -1.445 -1.355 -1.224 -0.111
C -0.964 -0.183 -1.859 0.433
C -1.686 1.183 0.040 -0.221
C 2.918 -0.244 -0.595 0.009
C -1.155 1.089 -1.231 0.089
C -1.745 2.499 0.773 0.001
H 2.426 -0.669 2.204 -0.003
H -0.540 -0.165 -2.863 0.074
H -2.651 2.543 1.385 -0.022
H -1.538 -2.308 -1.725 0.003
H 3.879 -0.142 -0.098 -0.001
H -1.095 2.014 -1.812 0.011
H 1.170 -1.516 -0.433 0.019
H -0.890 2.566 1.442 0.015
H 2.541 -2.224 0.253 -0.007
H -2.271 -0.019 1.785 0.127
H 2.349 0.674 -0.755 0.022
H 0.784 -1.342 1.888 0.018
H -2.300 -2.174 0.534 0.035
H 3.118 -0.629 -1.593 -0.012
H 1.163 0.285 1.382 0.008
H -1.662 3.338 0.083 0.010


*y*
26
Properties=species:S:1:pos:R:3:mulliken_spin:R:1 method="wB97M-V/def2-TZVPD" charge=-1 spin_multiplicity=2 e_lumo_ev="3.9 / 3.8" gap_ha="0.110 / 0.281"
C -2.556 -0.576 -0.784 -1.187
C -1.642 0.292 -1.369 1.441
C 2.748 -1.821 0.605 -0.079
C -0.605 3.211 -1.576 0.161
C -2.416 -0.994 0.532 0.871
C 0.221 1.983 -1.146 -0.069
C -1.247 -0.595 1.255 -0.255
C -0.350 0.259 0.653 0.886
C 1.937 -2.396 1.765 0.104
C -0.587 0.874 -0.586 -1.008
H 0.087 4.064 -1.646 -0.158
H 2.934 -2.529 -0.190 -0.052
H 0.912 -2.029 1.841 -0.071
H -3.387 -0.949 -1.377 -0.210
H 1.027 2.273 -0.473 0.081
H 1.863 -3.476 1.919 -0.023
H -1.296 3.422 -0.767 -0.056
H 3.625 -1.322 1.015 0.009
H 0.764 1.614 -2.039 -0.115
H -1.900 0.783 -2.305 0.453
H -3.144 -1.656 0.966 0.092
H 2.373 -2.059 2.716 -0.017
H 0.544 0.552 1.201 0.195
H -1.079 -1.062 2.220 -0.129
H -1.050 3.121 -2.566 0.020
H 2.226 -0.985 0.138 0.117


How far above the most stable structure does each one sit? In hartree: *w* 0.0039; *x* 0.0000; *y* 0.0114.


*w*
15
Properties=species:S:1:pos:R:3:lowdin_charge:R:1 method="wB97M-V/def2-TZVPD" spin_multiplicity=1 smiles=NCCCSS e_lumo_ev=-0.9 gap_ha=0.290
S 1.657 1.187 0.557 0.529
S 1.959 3.466 -0.041 0.329
N -1.037 -2.552 0.084 -0.011
C -0.225 -1.385 0.442 -0.313
C -0.326 -0.214 -0.570 -0.329
C -0.084 1.197 -0.026 -0.602
H -0.558 -0.876 1.352 0.109
H -1.994 -2.218 0.168 0.062
H 0.831 -1.665 0.470 0.098
H -0.922 -2.738 -0.908 0.064
H 0.347 -0.395 -1.412 0.100
H -0.311 1.832 -0.880 0.063
H -0.770 1.460 0.780 0.073
H -1.352 -0.235 -0.972 0.107
H 2.786 3.137 0.955 -0.278


*x*
15
Properties=species:S:1:pos:R:3:lowdin_charge:R:1 method="wB97M-V/def2-TZVPD" spin_multiplicity=1 e_lumo_ev=0.7 gap_ha=0.354
S -3.463 -0.568 -0.156 0.689
S 1.015 -0.348 -0.155 0.893
N 2.629 -0.920 -0.066 -0.405
C 3.538 -0.035 -0.022 -0.184
C -1.105 0.952 -0.145 -0.296
C -1.663 -0.446 0.084 -0.725
H -1.405 -0.817 1.081 0.064
H -1.349 1.309 -1.152 0.085
H -3.808 0.310 0.802 -0.145
H -1.243 -1.151 -0.634 0.014
H -0.018 0.955 -0.027 -0.135
H 0.461 -1.569 -0.179 -0.060
H 4.569 -0.382 0.033 0.062
H 3.366 1.046 -0.037 0.062
H -1.524 1.664 0.573 0.081


*y*
15
Properties=species:S:1:pos:R:3:lowdin_charge:R:1 method="wB97M-V/def2-TZVPD" spin_multiplicity=1 e_lumo_ev="-0.5 / 0.7" gap_ha="0.260 / 0.318"
S 0.670 2.056 0.297 0.692
S -1.798 1.551 -0.902 0.634
N -0.137 1.339 -1.006 -0.854
C -0.161 -1.305 -0.294 -0.045
C -1.300 -1.498 0.612 -0.173
C 2.308 1.173 -0.008 -0.344
H 3.165 1.820 0.058 0.014
H -1.882 2.762 -0.216 -0.128
H -1.964 -2.252 0.320 0.059
H 0.740 -0.984 0.128 -0.006
H -0.954 -1.603 1.564 0.043
H -1.974 -0.698 0.522 0.002
H -0.308 -1.189 -1.344 0.037
H 2.405 0.285 0.604 0.011
H 1.985 0.984 -1.119 0.056


How far above the most stable structure does each one sit? In hartree: *w* 0.0000; *x* 0.0654; *y* 0.1175.